[1]
A molecular structure, C24H42NOOsP3 at a distorted geometry. Source: OMol25; level of theory: ωB97M-V with the def2-TZVPD basis set.

Output
energy relative to the best compared isomer or geometry (same formula, charge and spin) = 0.00 kJ/mol
multiplicity = 5
⟨S²⟩ = 6.0521
highest occupied orbital energy (alpha / beta) = -20.02 / -20.01 eV
total charge = +4
LUMO energy (alpha / beta) = -10.9 / -15.1 eV

```
72
Properties=species:S:1:pos:R:3:forces:R:3:lowdin_spin:R:1
Os -0.185654 0.151343 -0.079975 -0.466 0.007 -0.222 1.63
P 1.803992 1.262479 -0.251254 2.551 1.469 -0.189 0.14
P -1.352914 2.192867 0.036481 -1.389 2.895 0.895 0.05
P 0.674060 -1.986758 0.506004 1.074 -2.186 1.365 0.06
H -1.844028 0.423218 -2.288222 0.034 -0.141 0.256 0.02
C -1.508871 -0.430829 -1.690456 -0.910 -0.797 0.712 0.13
C -2.166529 -0.753925 -0.450681 -1.522 -0.375 -2.538 0.24
H -3.016589 -0.144594 -0.141891 0.511 -0.150 0.186 0.01
C 1.995323 1.880674 -1.976505 0.103 -0.295 -0.404 0.06
C 2.154039 2.813536 0.662018 -0.428 0.063 0.377 0.02
C 3.331367 0.348523 0.132207 0.000 -0.320 -0.174 0.02
C -3.176196 2.152055 0.305892 0.050 -0.537 -0.232 0.00
C -0.939875 3.310371 1.449192 0.222 -0.119 -0.039 0.00
C -1.188125 3.245378 -1.449384 0.144 -0.252 -0.105 0.04
C -0.593304 -3.285278 0.776267 -0.172 0.414 -0.106 0.01
C 1.498172 -1.964179 2.153872 -0.135 0.146 -0.220 0.00
C 1.872027 -2.872347 -0.559486 -0.045 0.192 -0.254 0.03
H -1.088724 -1.261765 -2.263117 -0.150 0.280 0.245 0.02
H -2.230273 -1.801978 -0.169968 0.225 0.342 0.226 0.01
H 2.951845 1.521087 -2.382238 -0.213 0.138 0.090 0.00
H 2.002101 2.976619 -1.970613 0.047 -0.258 -0.028 0.00
H 1.189553 1.568239 -2.657976 0.155 0.215 0.182 0.01
H 3.234214 3.010466 0.673339 -0.197 -0.232 -0.162 0.00
H 1.815230 2.748385 1.699071 0.126 0.006 -0.071 0.00
H 1.664698 3.668147 0.187349 0.066 -0.157 0.067 0.00
H 4.202875 0.920410 -0.209491 -0.212 -0.023 0.039 0.00
H 3.333623 -0.622836 -0.363170 0.111 0.177 -0.002 0.00
H 3.436073 0.187284 1.210884 -0.072 0.176 -0.197 0.00
H -3.541794 3.157407 0.562475 0.302 -0.260 -0.227 0.00
H -3.420887 1.481098 1.139014 -0.035 0.142 -0.148 0.00
H -3.693000 1.811486 -0.598921 -0.044 0.059 0.208 0.00
H -1.813394 3.927832 1.698398 0.238 -0.181 -0.213 0.00
H -0.109418 3.977334 1.202209 -0.243 -0.150 0.127 0.00
H -0.677864 2.725404 2.338085 0.031 0.211 -0.164 0.00
H -2.019297 3.961442 -1.477507 0.190 -0.120 0.069 0.01
H -1.235935 2.616541 -2.345427 0.007 0.278 0.048 0.00
H -0.238678 3.792164 -1.429742 -0.210 -0.107 -0.059 0.00
H -0.100751 -4.221569 1.074124 -0.072 0.326 -0.063 0.00
H -1.158895 -3.456941 -0.147676 0.096 -0.175 0.247 0.00
H -1.275216 -2.961829 1.574165 0.059 -0.201 -0.207 0.00
H 1.868967 -2.973804 2.381589 -0.115 0.283 -0.063 0.00
H 0.764021 -1.659939 2.913111 0.374 -0.213 -0.192 0.00
H 2.337867 -1.259415 2.158649 -0.232 -0.263 0.091 0.00
H 1.860848 -3.942763 -0.299851 -0.004 0.418 0.043 0.00
H 2.875648 -2.465826 -0.397949 -0.195 -0.276 -0.119 0.00
H 1.578109 -2.730776 -1.604186 0.304 -0.335 0.527 0.00
C 1.178246 -1.655830 -4.113888 0.268 0.916 1.331 0.23
C 1.807136 -0.839298 -5.075634 0.427 0.104 -1.721 0.09
C 1.994173 -1.347191 -6.361630 0.376 2.001 1.218 0.07
C 1.550237 -2.636803 -6.680531 0.082 0.067 -0.856 0.31
C 0.917523 -3.425986 -5.717956 -0.968 -0.564 2.260 0.08
C 0.737445 -2.955262 -4.411412 0.035 -1.121 -1.198 0.07
O 1.053562 -1.199439 -2.822978 -0.509 -0.126 -1.585 0.17
H 0.848718 -0.236846 -2.741338 0.652 -0.740 -0.559 0.02
H 2.155045 0.160205 -4.788069 -0.117 -0.433 -0.269 0.00
H 2.475557 -0.712934 -7.114852 -0.153 -0.386 0.265 0.00
H 1.665504 -3.003560 -7.698112 0.035 -0.028 0.146 0.01
H 0.530385 -4.406745 -5.987314 0.150 0.149 0.053 0.00
H 0.253553 -3.554480 -3.637813 0.124 0.115 -0.346 0.00
N -0.686461 0.169325 1.811680 -0.445 -0.135 1.865 0.12
C -1.116320 0.183870 2.902567 -0.299 0.199 0.608 0.05
C -1.654582 0.273551 4.201616 0.001 -0.092 -0.244 0.06
C -1.345712 -0.682926 5.197107 0.117 -0.563 0.815 0.03
C -1.880362 -0.556979 6.482069 0.530 -0.451 -0.704 0.01
C -2.735238 0.506708 6.793093 0.041 -0.075 -0.014 0.09
C -3.060189 1.448700 5.811416 0.100 0.297 -0.937 0.01
C -2.538497 1.334089 4.521923 -0.500 0.565 0.550 0.03
H -0.692554 -1.525491 4.950674 -0.220 0.306 0.221 0.00
H -1.632380 -1.298144 7.244015 -0.061 0.217 -0.273 0.00
H -3.158079 0.593243 7.797923 0.164 -0.011 -0.334 0.00
H -3.727095 2.276808 6.054944 0.179 -0.246 -0.134 0.00
H -2.808051 2.056977 3.753789 0.031 -0.076 0.240 0.00
```
Forces are in eV/Å.

***

[2]
A molecular structure, C49H80N3O5OsP at a distorted geometry. Source: OMol25; level of theory: ωB97M-V with the def2-TZVPD basis set.

Output
multiplicity = 1
highest occupied orbital energy (alpha / beta) = -6.60 / -6.79 eV
total charge = 0
LUMO energy (alpha / beta) = 0.3 / 0.3 eV

```
139
Properties=species:S:1:pos:R:3:forces:R:3:mulliken_charge:R:1
Os -0.020893 0.236686 -0.690928 -2.494 0.139 -1.447 3.18
C -2.127717 2.264073 0.502655 -0.171 0.229 0.213 -0.81
N -2.164496 1.244392 -0.550059 0.886 -0.108 0.303 0.39
C -2.563765 1.884207 -1.814231 0.203 0.057 -0.129 -0.96
C -3.160005 0.199815 -0.276895 -0.199 -0.349 0.163 -1.01
C -2.694301 -0.918451 0.666078 -0.290 0.224 -0.253 -1.34
N -1.238453 -1.022403 0.806880 1.575 1.057 -0.369 0.97
C -0.778034 -0.305440 2.044617 0.010 -0.444 0.566 -2.00
C 0.296957 -0.924212 2.902485 -0.138 0.073 0.009 0.76
C -0.006530 -2.046068 3.656699 -0.145 -0.022 0.035 -0.63
C 0.860424 -2.537389 4.619596 0.125 0.036 0.056 -0.48
C 1.964605 -1.742996 4.918077 -0.003 -0.041 -0.052 0.01
C 2.296309 -0.578939 4.220929 0.054 0.076 0.113 -0.19
C 1.510995 -0.264370 3.094651 0.036 -0.250 0.030 -1.03
O 1.880188 0.715269 2.204153 0.033 0.115 0.211 -0.55
C 3.410102 0.336784 4.769408 0.004 0.021 -0.118 2.75
C 2.856185 1.772103 4.869018 -0.069 -0.129 -0.042 -1.42
C 4.660389 0.298043 3.880312 -0.108 0.007 0.045 -2.09
C 3.833363 -0.062420 6.188145 -0.021 -0.035 -0.022 -2.41
C 0.539123 -3.839319 5.352287 -0.043 0.009 0.049 2.25
C 1.677857 -4.285848 6.273020 -0.041 0.071 -0.039 -2.20
C -0.724944 -3.641628 6.203858 -0.018 -0.010 0.006 -1.74
C 0.286927 -4.951064 4.324607 0.012 -0.022 -0.041 -1.61
C -0.748057 -2.399696 0.663123 -0.097 -0.171 -0.210 -1.08
C -0.727831 -2.945796 -0.752782 -0.025 0.217 -0.150 0.63
C -0.362271 -4.280617 -0.860445 0.056 0.005 0.201 -1.43
C -0.216118 -4.915903 -2.079669 0.021 -0.060 -0.131 -0.04
C -0.502337 -4.162745 -3.216894 -0.036 0.034 -0.023 -0.41
C -0.888778 -2.825712 -3.176154 -0.151 0.077 0.080 -0.21
C -0.981385 -2.183126 -1.908962 -0.294 -0.177 -0.147 -0.08
O -1.353287 -0.889843 -1.807103 1.150 -0.443 -0.095 -0.16
C -1.223941 -2.089523 -4.488654 -0.079 0.072 0.110 2.94
C -1.073296 -3.001172 -5.708737 -0.041 -0.004 -0.034 -2.57
C -2.689621 -1.610308 -4.459205 0.115 -0.121 0.044 -1.51
C -0.285816 -0.889891 -4.703916 -0.049 -0.034 -0.044 -1.68
C 0.210616 -6.384475 -2.138120 -0.036 -0.032 0.039 2.06
C 1.480035 -6.594441 -1.298529 -0.002 0.038 -0.009 -1.56
C 0.509767 -6.846863 -3.565854 -0.023 0.072 -0.003 -2.10
C -0.919807 -7.258264 -1.570870 0.030 0.034 0.004 -1.69
H -3.040209 2.870503 0.483677 -0.080 0.002 -0.002 0.37
H -1.267464 2.920737 0.359855 -0.112 -0.118 -0.026 0.09
H -2.053071 1.798821 1.483931 -0.035 0.065 -0.104 0.29
H -3.592314 2.264925 -1.753806 0.044 -0.070 0.111 0.34
H -2.496997 1.159968 -2.623630 0.087 -0.003 0.038 -0.01
H -1.901337 2.716964 -2.021732 0.076 0.081 -0.004 0.37
H -3.359989 -0.241057 -1.243046 -0.170 -0.143 0.006 0.18
H -4.103499 0.606905 0.107073 0.102 0.328 -0.012 0.66
H -3.105606 -1.834167 0.243207 0.226 -0.179 0.080 0.63
H -3.106101 -0.810393 1.673132 -0.174 0.041 -0.113 0.63
H -1.636090 -0.192532 2.715107 -0.108 -0.072 -0.024 0.95
H -0.460880 0.694076 1.770906 0.055 0.031 -0.050 0.13
H -0.960107 -2.536218 3.474075 0.092 0.027 0.064 0.70
H 2.614499 -2.041663 5.726678 -0.080 0.006 0.013 0.54
H 2.490069 2.123826 3.907642 0.024 -0.033 0.159 -0.05
H 3.636831 2.452140 5.222368 -0.028 -0.035 -0.024 0.44
H 2.027836 1.801595 5.583829 0.054 0.011 -0.035 0.39
H 4.403982 0.488525 2.844454 0.083 -0.056 0.064 0.55
H 5.135484 -0.685882 3.933832 -0.022 0.039 -0.019 0.35
H 5.383801 1.049103 4.213699 -0.017 -0.058 0.017 0.45
H 2.972534 -0.118282 6.859310 0.066 0.007 0.007 0.41
H 4.514605 0.699611 6.574462 -0.008 -0.044 -0.016 0.46
H 4.362235 -1.019182 6.212096 -0.035 0.055 0.009 0.42
H 1.822161 -3.581752 7.096353 0.041 -0.041 -0.029 0.37
H 2.617111 -4.381151 5.722316 -0.023 -0.009 0.050 0.40
H 1.436403 -5.259487 6.706628 0.013 0.050 -0.018 0.45
H -0.576198 -2.841623 6.934863 -0.020 -0.050 -0.059 0.35
H -0.963706 -4.562208 6.745980 0.000 0.063 -0.044 0.47
H -1.586082 -3.380174 5.582397 0.058 -0.014 0.059 0.31
H 1.191366 -5.154087 3.743143 -0.064 0.028 0.018 0.38
H -0.510510 -4.680305 3.628047 0.052 -0.046 0.035 0.30
H -0.008542 -5.873748 4.831838 0.022 0.034 -0.024 0.49
H -1.347474 -3.081740 1.279522 -0.072 0.042 0.055 0.97
H 0.265439 -2.422437 1.046658 0.000 0.031 0.000 -0.67
H -0.173193 -4.824846 0.064413 -0.012 0.021 -0.077 0.53
H -0.425627 -4.634865 -4.187285 0.035 0.008 0.177 0.53
H -1.759686 -3.852782 -5.666890 0.063 0.062 -0.044 0.42
H -0.050045 -3.374616 -5.806895 -0.079 0.013 -0.034 0.43
H -1.305561 -2.424336 -6.607637 0.009 -0.031 0.019 0.46
H -3.361578 -2.460818 -4.304447 0.031 0.077 -0.015 0.31
H -2.951747 -1.130909 -5.408357 0.039 -0.043 0.059 0.51
H -2.842997 -0.896819 -3.654193 -0.033 0.036 0.065 0.04
H 0.703963 -1.233229 -5.014928 -0.078 0.025 0.025 0.09
H -0.176403 -0.306339 -3.795706 -0.005 0.158 0.134 0.11
H -0.679208 -0.233828 -5.488281 0.026 -0.088 0.012 0.57
H 2.282628 -5.937976 -1.646520 -0.025 -0.047 0.022 0.29
H 1.819788 -7.631172 -1.379948 -0.016 0.046 0.019 0.45
H 1.303389 -6.382056 -0.241738 0.032 -0.010 -0.051 0.31
H 1.287962 -6.230246 -4.025321 -0.052 -0.054 0.001 0.39
H -0.382445 -6.808770 -4.196333 0.062 0.001 0.009 0.37
H 0.860617 -7.881669 -3.547885 -0.016 0.041 -0.009 0.43
H -1.127487 -6.997862 -0.529674 -0.004 -0.032 -0.054 0.28
H -0.647154 -8.317421 -1.614518 -0.015 0.050 0.020 0.47
H -1.838111 -7.112175 -2.145076 0.028 -0.024 0.027 0.36
C 1.217282 4.144295 -0.814271 0.121 0.064 -0.314 -1.30
C 1.759461 3.681100 -2.172742 -0.423 -0.334 0.217 0.37
C 0.621818 3.272947 -3.122957 0.070 0.167 0.107 -1.26
C 2.833549 2.589273 -2.256056 0.030 -0.255 0.320 0.62
C 3.986672 3.047830 -2.880587 0.130 0.062 0.083 -1.01
C 5.014848 2.208658 -3.272116 0.080 0.062 -0.002 -1.75
C 4.809781 0.855960 -3.182946 0.030 -0.063 -0.041 -0.44
C 3.665839 0.311241 -2.591680 -0.221 -0.073 0.048 -0.30
C 3.557410 -1.219355 -2.778941 -0.099 0.064 0.097 0.69
C 3.679578 -1.528494 -4.283145 0.056 -0.081 0.005 -1.79
C 2.304247 -1.944394 -2.291003 0.174 0.020 0.040 -0.46
C 2.744981 1.183498 -1.952916 0.468 0.036 -0.315 0.75
N 1.889375 0.579943 -0.957120 -1.081 0.357 0.266 0.67
H 0.561841 5.007759 -0.978290 0.054 -0.063 0.006 0.64
H 2.020926 4.446981 -0.144613 -0.026 0.029 -0.042 0.20
H 0.649752 3.369588 -0.323440 -0.120 -0.329 0.159 -0.19
H 2.231266 4.567784 -2.599372 0.028 -0.060 -0.085 0.51
H 0.076180 2.429341 -2.701163 -0.024 -0.122 -0.018 -0.20
H 1.014385 2.969771 -4.096188 -0.020 0.043 0.045 0.40
H -0.077980 4.101182 -3.272759 0.005 -0.042 0.030 0.51
H 4.082414 4.115562 -3.053617 -0.007 -0.097 -0.023 0.38
H 5.932400 2.608144 -3.686626 -0.040 -0.003 -0.027 0.38
H 5.561660 0.182245 -3.576257 -0.015 0.007 0.052 0.47
H 4.424883 -1.668538 -2.278443 0.012 0.041 0.029 0.40
H 2.828795 -1.098055 -4.816647 0.061 -0.004 0.016 0.33
H 3.663174 -2.611575 -4.432619 -0.024 0.057 -0.016 0.48
H 4.590682 -1.141655 -4.737351 -0.050 -0.037 -0.008 0.46
H 1.413247 -1.565883 -2.792807 0.141 -0.026 0.029 -0.37
H 2.152439 -1.845958 -1.224846 -0.026 -0.047 -0.067 -0.77
H 2.395983 -3.009905 -2.527456 -0.024 0.066 -0.080 0.90
C 5.161538 0.836847 0.259195 -0.080 -0.039 0.114 -0.92
O 4.047444 0.089033 0.764551 0.514 0.190 -0.482 -0.45
P 2.492419 0.476238 0.639347 0.350 -0.465 0.746 1.01
O 2.061774 -1.157241 0.703617 0.355 0.085 0.185 -0.27
C 2.827826 -2.237198 1.223618 0.072 0.035 -0.109 -0.78
O 2.711086 2.105863 0.631331 0.023 0.492 -0.425 -0.60
C 3.372613 2.900292 1.583934 0.043 -0.097 0.097 -1.16
H 5.825564 1.071714 1.093587 -0.030 -0.018 0.017 0.24
H 4.853745 1.756207 -0.235581 -0.031 -0.037 -0.018 0.33
H 5.692593 0.213202 -0.456558 -0.030 -0.046 -0.008 0.34
H 2.506834 -3.133780 0.686503 -0.043 -0.001 -0.001 0.08
H 2.654928 -2.379517 2.292029 -0.041 0.008 0.040 -0.03
H 3.894463 -2.095413 1.053131 -0.056 -0.021 -0.001 0.42
H 2.670856 3.280470 2.328574 -0.010 0.020 -0.077 0.39
H 4.171777 2.364752 2.104716 -0.103 0.085 -0.016 0.31
H 3.811509 3.745959 1.048816 0.034 -0.019 0.021 0.35
```
Forces are in eV/Å.